Record 1
Formula: C6H9N
Source: OMol25
Level of theory: ωB97M-V/def2-TZVPD

Output
Charge ... 0
Gap between HOMO and LUMO ... 0.396 Eh
Energy above the lowest of the compared OMol25 structures with the same formula, charge and spin ... 182.5 kJ/mol
SMILES string ... C/C=C\C#N.C=C
E_LUMO ... 0.71 eV
E_tot ... -7856.2679 eV

Cartesian coordinates (Å):
C (1.3825, -0.4713, 1.0370)
C (1.5702, 0.7082, 0.1392)
C (0.7278, 1.7381, 0.0034)
C (-0.5084, 1.8213, 0.7298)
N (-1.5108, 1.8872, 1.3090)
H (0.4203, -0.4401, 1.5544)
H (1.4308, -1.3998, 0.4573)
H (2.1862, -0.5084, 1.7823)
H (2.4809, 0.7300, -0.4577)
H (0.9413, 2.5591, -0.6742)
C (-1.1361, -1.0345, -1.5169)
C (-1.9057, -1.1734, -0.4426)
H (-0.9612, -0.0619, -1.9714)
H (-0.6526, -1.8865, -1.9900)
H (-2.3864, -0.3207, 0.0310)
H (-2.0789, -2.1474, 0.0095)

natural (NBO) atomic charges, in units of e:
1. C -0.666
2. C -0.057
3. C -0.359
4. C 0.263
5. N -0.328
6. H 0.234
7. H 0.234
8. H 0.230
9. H 0.207
10. H 0.244
11. C -0.403
12. C -0.386
13. H 0.193
14. H 0.191
15. H 0.211
16. H 0.192



Record 2
Formula: C6H9N
Source: OMol25
Level of theory: ωB97M-V/def2-TZVPD

Output
Multiplicity ... 2
Charge ... +1
Gap between HOMO and LUMO (alpha / beta) ... 0.401 / 0.278 Eh
Energy above the lowest of the compared OMol25 structures with the same formula, charge and spin ... 35.9 kJ/mol
⟨S²⟩ ... 0.76
E_LUMO (alpha / beta) ... -3.38 / -7.09 eV
E_tot ... -7850.1992 eV

Cartesian coordinates (Å):
C (-2.4462, 0.8929, 0.4171)
C (-1.0336, 0.5695, 0.0361)
C (0.1527, 1.3821, 0.0335)
N (1.2211, 0.5533, -0.0955)
C (0.8015, -0.7592, -0.1989)
C (-0.5980, -0.7335, -0.1311)
C (1.8550, -1.7895, -0.1020)
H (-2.5749, 1.9436, 0.6602)
H (-2.7614, 0.1919, 1.1747)
H (-3.0422, 0.7577, -0.4928)
H (0.1417, 2.4561, -0.0650)
H (2.2210, 0.6810, -0.0134)
H (-1.3006, -1.5538, -0.1332)
H (1.5484, -2.7253, 0.3525)
H (2.6853, -1.4180, 0.5007)
H (2.2508, -1.9685, -1.1057)

natural (NBO) atomic charges, in units of e:
1. C -0.655
2. C 0.055
3. C 0.183
4. N -0.532
5. C 0.390
6. C -0.279
7. C -0.692
8. H 0.247
9. H 0.258
10. H 0.261
11. H 0.251
12. H 0.450
13. H 0.260
14. H 0.275
15. H 0.248
16. H 0.279



Record 3
Formula: C6H9N
Source: OMol25
Level of theory: ωB97M-V/def2-TZVPD

Output
Multiplicity ... 2
Charge ... +1
Gap between HOMO and LUMO (alpha / beta) ... 0.396 / 0.268 Eh
Energy above the lowest of the compared OMol25 structures with the same formula, charge and spin ... 79.8 kJ/mol
⟨S²⟩ ... 0.76
E_LUMO (alpha / beta) ... -3.65 / -7.31 eV
E_tot ... -7849.7442 eV

Cartesian coordinates (Å):
C (-0.9561, -1.4125, -1.9806)
C (-0.4664, -0.4821, -0.9305)
C (-0.3603, 0.9161, -0.9998)
N (0.3524, 1.3991, 0.0443)
C (0.6697, 0.3430, 0.8932)
C (0.1085, -0.8120, 0.3004)
C (0.8974, 0.6478, 2.3183)
H (-1.8826, -1.9058, -1.6692)
H (-0.3109, -2.2570, -2.2413)
H (-1.0939, -0.9022, -2.9326)
H (-0.6891, 1.4659, -1.8721)
H (0.7770, 2.2932, -0.0963)
H (-0.0660, -1.6464, 0.9689)
H (1.8575, 0.2361, 2.6567)
H (0.1329, 0.3928, 3.0547)
H (1.0298, 1.7239, 2.4858)

natural (NBO) atomic charges, in units of e:
1. C -0.670
2. C 0.022
3. C 0.190
4. N -0.533
5. C 0.390
6. C -0.237
7. C -0.712
8. H 0.264
9. H 0.269
10. H 0.243
11. H 0.247
12. H 0.449
13. H 0.261
14. H 0.278
15. H 0.287
16. H 0.252



Record 4
Formula: C6H9N2
Source: OMol25
Level of theory: ωB97M-V/def2-TZVPD

Output
Charge ... +1
Gap between HOMO and LUMO ... 0.353 Eh
Energy above the lowest of the compared OMol25 structures with the same formula, charge and spin ... 648.2 kJ/mol
SMILES string ... C#[N+]N1C[C@@H]2C[C@@]21C
E_LUMO ... -4.50 eV
E_tot ... -9335.5353 eV

Cartesian coordinates (Å):
C (-3.0970, 0.0539, 0.5996)
N (-2.1243, 0.0215, -0.0748)
N (-0.9781, -0.2425, -0.5325)
C (-0.5267, -1.6360, -0.5436)
C (0.9044, -1.1091, -0.1161)
C (0.7023, -0.3742, 1.1956)
C (0.3475, 0.2786, -0.1621)
C (0.6367, 1.7203, -0.4479)
H (-4.0527, 0.2410, 0.7631)
H (-0.4750, -2.1969, -1.4093)
H (-0.9964, -2.1347, 0.3265)
H (1.7884, -1.3252, -0.6490)
H (0.1580, -0.8398, 1.9093)
H (1.6177, -0.1455, 1.5015)
H (0.7504, 2.0325, -1.4742)
H (1.6010, 1.8589, -0.0578)
H (-0.0233, 2.3936, 0.0567)

natural (NBO) atomic charges, in units of e:
1. C 0.310
2. N 0.010
3. N -0.179
4. C -0.191
5. C -0.197
6. C -0.423
7. C 0.166
8. C -0.631
9. H 0.253
10. H 0.241
11. H 0.204
12. H 0.251
13. H 0.226
14. H 0.235
15. H 0.243
16. H 0.246
17. H 0.236



Record 5
Formula: C6H9N2
Source: OMol25
Level of theory: ωB97M-V/def2-TZVPD

Output
Charge ... +1
Gap between HOMO and LUMO (alpha / beta) ... 0.221 / 0.311 Eh
Energy above the lowest of the compared OMol25 structures with the same formula, charge and spin ... 814.5 kJ/mol
E_LUMO (alpha / beta) ... -5.57 / -3.69 eV
E_tot ... -9333.8112 eV

Cartesian coordinates (Å):
C (-1.0685, 1.3973, -0.1595)
C (1.3896, 1.4494, 0.2198)
C (-1.4864, 0.1661, -0.0412)
C (2.4875, -0.9260, 0.0357)
C (1.2862, -0.7878, -0.7983)
C (-2.2252, -1.0175, 0.0851)
N (1.6459, 0.2320, -0.1511)
N (0.1539, 2.0141, -0.1146)
H (-1.9205, 2.0326, -0.2486)
H (2.1365, 1.9144, 1.0349)
H (2.4042, -1.4426, 0.9247)
H (3.5348, -0.9100, -0.5023)
H (0.5817, -0.9595, -1.6220)
H (-2.5795, -1.0297, 1.2652)
H (-1.6563, -1.9862, -0.1065)
H (-2.9423, -1.0579, -0.6856)
H (-0.1046, 2.9619, 0.0956)

natural (NBO) atomic charges, in units of e:
1. C -0.179
2. C 0.251
3. C 0.148
4. C -0.197
5. C 0.085
6. C -0.735
7. N -0.299
8. N -0.535
9. H 0.240
10. H 0.255
11. H 0.226
12. H 0.241
13. H 0.272
14. H 0.268
15. H 0.253
16. H 0.268
17. H 0.438



Record 6
Formula: C6H9N2
Source: OMol25
Level of theory: ωB97M-V/def2-TZVPD

Output
Charge ... +1
Gap between HOMO and LUMO ... 0.346 Eh
Energy above the lowest of the compared OMol25 structures with the same formula, charge and spin ... 243.4 kJ/mol
SMILES string ... C=C1[NH+]=C(C)N=C1C
E_LUMO ... -5.74 eV
E_tot ... -9339.7302 eV

Cartesian coordinates (Å):
C (-1.8945, -1.5206, -0.0858)
C (-0.7792, -0.8170, 0.1090)
N (0.7493, -1.2301, 0.0546)
C (1.4247, -0.0722, 0.0786)
C (2.9056, 0.1847, -0.0980)
N (0.6429, 1.0130, 0.0003)
C (-0.6304, 0.6939, 0.1121)
C (-1.8154, 1.4806, -0.0195)
H (-1.9296, -2.5859, -0.4460)
H (-2.9330, -1.1183, 0.0915)
H (1.1698, -2.0834, 0.2816)
H (3.2621, 0.3355, 0.9720)
H (3.0688, 1.2037, -0.5874)
H (3.2997, -0.7163, -0.4281)
H (-2.4391, 1.3560, -0.8830)
H (-1.4627, 2.4861, 0.0602)
H (-2.6386, 1.3902, 0.7881)

natural (NBO) atomic charges, in units of e:
1. C -0.245
2. C 0.045
3. N -0.511
4. C 0.570
5. C -0.674
6. N -0.474
7. C 0.405
8. C -0.728
9. H 0.256
10. H 0.260
11. H 0.439
12. H 0.276
13. H 0.301
14. H 0.244
15. H 0.286
16. H 0.270
17. H 0.281